{"formula": "C55H127NO2P3", "method": "ωB97M-V with the def2-TZVPD basis set", "total_charge": 3, "symbols": ["C", "C", "C", "O", "H", "H", "H", "H", "H", "H", "H", "C", "C", "C", "O", "C", "N", "H", "H", "H", "H", "H", "H", "H", "H", "H", "H", "H", "H", "C", "C", "C", "C", "P", "C", "C", "C", "C", "C", "C", "C", "C", "C", "C", "C", "C", "H", "H", "H", "H", "H", "H", "H", "H", "H", "H", "H", "H", "H", "H", "H", "H", "H", "H", "H", "H", "H", "H", "H", "H", "H", "H", "H", "H", "H", "H", "H", "H", "H", "H", "H", "H", "C", "C", "C", "C", "P", "C", "C", "C", "C", "C", "C", "C", "C", "C", "C", "C", "C", "H", "H", "H", "H", "H", "H", "H", "H", "H", "H", "H", "H", "H", "H", "H", "H", "H", "H", "H", "H", "H", "H", "H", "H", "H", "H", "H", "H", "H", "H", "H", "H", "H", "H", "H", "H", "C", "C", "C", "C", "P", "C", "C", "C", "C", "C", "C", "C", "C", "C", "C", "C", "C", "H", "H", "H", "H", "H", "H", "H", "H", "H", "H", "H", "H", "H", "H", "H", "H", "H", "H", "H", "H", "H", "H", "H", "H", "H", "H", "H", "H", "H", "H", "H", "H", "H", "H", "H", "H"], "xyz": [[-1.7049, -1.1462, -0.3108], [-0.2543, -1.7534, -0.0871], [-0.0288, -2.8421, -1.1412], [0.7917, -0.7894, -0.0377], [-2.1060, -0.6882, 0.5933], [-2.4772, -1.8876, -0.5162], [-1.7874, -0.3342, -1.0333], [-0.4046, -2.2049, 0.8935], [-0.8308, -3.5739, -1.2380], [0.8988, -3.3087, -0.8096], [0.0134, -2.4647, -2.1629], [-0.7989, 6.2064, 1.1168], [0.0314, 6.2721, -0.1648], [0.1996, 7.6202, -0.7800], [1.0411, 7.4638, -1.9142], [1.5239, 8.6968, -2.4783], [1.3995, 5.6181, 0.1063], [1.6265, 6.0020, 1.0125], [1.2479, 4.6195, 0.1065], [2.0587, 5.8244, -0.6306], [-1.7935, 6.6110, 0.9292], [-0.3405, 6.8891, 1.8323], [-0.9902, 5.2486, 1.6005], [-0.2989, 5.6504, -0.9970], [0.6468, 8.3624, -0.1187], [-0.7767, 7.9689, -1.1168], [2.0154, 9.3576, -1.7642], [0.7389, 9.1651, -3.0720], [2.2625, 8.5599, -3.2681], [10.1600, 2.9438, 1.2995], [8.9144, 2.5678, 2.1662], [8.9330, 1.1166, 2.6651], [7.5411, 0.9173, 3.4032], [7.2771, -0.6500, 4.2605], [8.6291, -0.9051, 5.5059], [8.5637, 0.0674, 6.7078], [9.6776, -0.1998, 7.8211], [11.1184, 0.2295, 7.5002], [5.7275, -0.6178, 5.2103], [5.2632, -1.9602, 5.7732], [3.7178, -1.8527, 6.2135], [3.1892, -3.1317, 6.8737], [7.3151, -2.0832, 3.1031], [8.4395, -2.2999, 2.0112], [8.0587, -1.7304, 0.6339], [9.2747, -1.5962, -0.3612], [11.0822, 3.0704, 1.8665], [9.9496, 3.9282, 0.8814], [10.2806, 2.1705, 0.5408], [8.0206, 2.9334, 1.6607], [8.9342, 3.2045, 3.0507], [9.8908, 0.9104, 3.1427], [9.0252, 0.4876, 1.7797], [6.6776, 1.2242, 2.8131], [7.3663, 1.6252, 4.2133], [9.5950, -0.9504, 5.0030], [8.5525, -1.9123, 5.9155], [7.6005, -0.0787, 7.1966], [8.6137, 1.0955, 6.3491], [9.6079, -1.2599, 8.0651], [9.4440, 0.3607, 8.7263], [11.7405, 0.0414, 8.3753], [11.3829, 1.2579, 7.2542], [11.4836, -0.4258, 6.7094], [5.0094, -0.2195, 4.4936], [5.7028, 0.2024, 5.9277], [5.9320, -2.2759, 6.5739], [5.3042, -2.7399, 5.0126], [3.1431, -1.6788, 5.3037], [3.6681, -1.0169, 6.9115], [3.9190, -3.6097, 7.5272], [3.0105, -3.8854, 6.1069], [2.1881, -2.9778, 7.2765], [6.3617, -2.0596, 2.5754], [7.1620, -2.9530, 3.7419], [8.6192, -3.3610, 1.8388], [9.3426, -1.8155, 2.3827], [7.4820, -0.8070, 0.6880], [7.3607, -2.4494, 0.2050], [10.1466, -0.9905, -0.1139], [9.0898, -1.1507, -1.3387], [9.7182, -2.5829, -0.4948], [-9.0361, -1.2717, -0.4388], [-9.9038, -0.7458, 0.6877], [-9.1893, -0.6786, 2.1042], [-8.9897, -2.0881, 2.8169], [-8.4514, -1.9712, 4.6096], [-7.3274, -0.5310, 4.6700], [-6.3594, -0.4244, 5.7861], [-6.1718, 0.9765, 6.4368], [-7.3919, 1.4600, 7.2495], [-9.8381, -1.5238, 5.7677], [-9.8407, -2.2065, 7.1697], [-10.8665, -1.6550, 8.0670], [-10.9234, -2.1649, 9.4857], [-7.5065, -3.4245, 5.0391], [-6.3787, -3.9316, 4.1589], [-5.8491, -5.2330, 4.5734], [-4.6305, -5.5591, 3.7442], [-8.2776, -0.5333, -0.6986], [-9.5594, -1.4676, -1.3747], [-8.4901, -2.1485, -0.0906], [-10.8909, -1.2049, 0.7420], [-10.1565, 0.2904, 0.4633], [-9.8070, -0.0569, 2.7523], [-8.1964, -0.2328, 2.0450], [-8.2118, -2.7439, 2.4256], [-9.9439, -2.6143, 2.8440], [-7.9981, 0.3162, 4.8134], [-6.9372, -0.5904, 3.6540], [-5.3829, -0.7442, 5.4223], [-6.6696, -1.1060, 6.5781], [-5.9130, 1.6292, 5.6031], [-5.2347, 0.9793, 6.9936], [-7.5370, 0.8272, 8.1251], [-8.3280, 1.4362, 6.6917], [-7.3088, 2.5084, 7.5361], [-10.7899, -1.5241, 5.2364], [-9.7410, -0.4546, 5.9559], [-8.8864, -2.0421, 7.6701], [-9.8602, -3.2958, 7.1354], [-11.8252, -1.9234, 7.6232], [-10.8226, -0.5663, 8.0968], [-11.7645, -1.6899, 9.9908], [-10.0760, -2.0564, 10.1626], [-11.2573, -3.1895, 9.3218], [-8.2785, -4.1931, 5.0733], [-7.2614, -3.3378, 6.0977], [-5.5842, -3.1861, 4.1932], [-6.6665, -3.8817, 3.1087], [-6.5381, -6.0657, 4.4321], [-5.6294, -5.3185, 5.6377], [-3.9982, -4.6849, 3.5890], [-4.9760, -5.8589, 2.7549], [-4.1298, -6.4048, 4.2157], [0.6172, -3.0399, -12.4058], [1.8888, -2.7486, -11.5225], [1.5559, -2.0566, -10.1987], [0.8559, -0.7096, -10.3778], [0.4758, 0.3978, -8.9931], [-0.6301, 1.7995, -9.3603], [-0.7535, 2.9702, -8.3226], [-1.7513, 4.0395, -8.7098], [-1.5268, 4.6180, -10.1427], [2.0675, 1.1056, -8.1849], [2.1295, 1.0051, -6.6291], [3.4256, 1.7256, -6.0841], [3.6362, 3.1985, -6.5725], [-0.4557, -0.4690, -7.7136], [-1.8716, -0.9373, -8.1478], [-2.5982, -1.7837, -7.1095], [-1.9098, -3.1056, -6.8409], [0.3411, -2.0711, -12.8220], [-0.1680, -3.5399, -11.8386], [0.7857, -3.8019, -13.1667], [2.5181, -2.0460, -12.0689], [2.4446, -3.6783, -11.4005], [2.5580, -1.9234, -9.7910], [0.9864, -2.7400, -9.5688], [-0.1260, -1.0563, -10.6999], [1.2250, -0.0890, -11.1944], [-1.6165, 1.5041, -9.7179], [-0.0937, 2.2388, -10.2014], [0.2461, 3.3701, -8.1528], [-1.0791, 2.5267, -7.3816], [-1.5952, 4.9057, -8.0669], [-2.8059, 3.7659, -8.7432], [-0.4597, 4.8310, -10.2069], [-2.0474, 5.5638, -10.2928], [-1.6475, 3.9171, -10.9687], [2.4117, 2.0431, -8.6214], [2.7352, 0.3872, -8.6605], [1.9889, 0.0408, -6.1409], [1.3219, 1.6301, -6.2478], [4.2790, 1.0866, -6.3113], [3.2514, 1.7990, -5.0106], [4.1353, 3.7636, -5.7853], [2.6298, 3.5991, -6.6938], [4.1850, 3.3062, -7.5081], [-0.4402, 0.0670, -6.7646], [0.2790, -1.2724, -7.6592], [-1.7467, -1.5615, -9.0327], [-2.4632, -0.1070, -8.5334], [-3.6626, -1.9017, -7.3127], [-2.6202, -1.3233, -6.1218], [-2.3425, -3.4790, -5.9128], [-0.8226, -3.0975, -6.7629], [-2.2692, -3.8339, -7.5679]], "mulliken_charge": [-1.273, 0.520, -1.098, -0.972, 0.310, 0.310, 0.321, 0.079, 0.330, 0.294, 0.191, -1.408, 0.101, -0.671, -0.332, -0.768, -0.245, 0.366, 0.382, 0.317, 0.363, 0.426, 0.420, 0.321, 0.408, 0.400, 0.319, 0.319, 0.276, -1.252, -0.713, 0.087, -1.458, 0.745, -1.092, -0.569, -0.640, -1.206, -1.299, -0.737, -0.502, -1.303, -1.411, -0.724, -0.616, -1.464, 0.330, 0.378, 0.294, 0.448, 0.350, 0.377, -0.251, 0.736, 0.788, 0.609, 0.702, 0.241, 0.353, 0.344, 0.364, 0.372, 0.317, 0.311, 0.662, 0.771, 0.428, 0.283, 0.353, 0.363, 0.344, 0.337, 0.366, 0.635, 0.700, 0.546, 0.302, 0.388, 0.529, 0.313, 0.378, 0.392, -1.145, -0.662, -0.632, -0.888, 0.964, -0.931, -0.625, -0.901, -1.033, -0.954, -0.466, -0.571, -1.376, -1.097, -0.702, -0.557, -1.331, 0.304, 0.358, 0.277, 0.411, 0.351, 0.385, 0.322, 0.368, 0.455, 0.616, 0.563, 0.369, 0.251, 0.366, 0.441, 0.273, 0.259, 0.391, 0.777, 0.353, 0.237, 0.433, 0.270, 0.406, 0.380, 0.342, 0.335, 0.565, 0.605, 0.271, 0.277, 0.381, 0.439, 0.367, 0.321, 0.386, -1.120, -0.765, -0.304, -1.206, 0.779, -1.448, -0.418, -0.502, -1.230, -1.102, -0.763, -0.692, -1.047, -1.005, -0.530, -0.800, -1.149, 0.296, 0.297, 0.366, 0.335, 0.425, 0.287, 0.315, 0.524, 0.697, 0.719, 0.652, 0.184, 0.280, 0.358, 0.327, 0.334, 0.361, 0.310, 0.495, 0.751, 0.425, 0.310, 0.370, 0.417, 0.365, 0.230, 0.280, 0.642, 0.567, 0.245, 0.363, 0.402, 0.373, 0.406, 0.279, 0.311]}



{"formula": "C20H22N2O6S", "method": "ωB97M-V with the def2-TZVPD basis set", "smiles": "O=C(NCc1ccc2c(c1)OCO2)c1ccc(S(=O)(=O)NC[C@@H]2CCCO2)cc1", "symbols": ["O", "C", "N", "H", "C", "C", "C", "C", "C", "C", "C", "H", "O", "C", "O", "H", "H", "H", "H", "H", "H", "C", "C", "C", "C", "C", "C", "H", "H", "S", "O", "O", "N", "H", "C", "H", "H", "C", "H", "C", "H", "H", "C", "H", "C", "H", "O", "H", "H", "H", "H"], "xyz": [[-1.8312, -0.2728, -3.0251], [-1.4569, 0.0328, -1.9103], [-2.1297, 0.9026, -1.1217], [-1.7844, 1.1105, -0.1991], [-3.4266, 1.4351, -1.4843], [-4.5150, 0.8450, -0.6241], [-5.2649, 1.6390, 0.2274], [-6.2625, 1.1064, 1.0429], [-6.4660, -0.2490, 0.9748], [-5.7080, -1.0583, 0.1238], [-4.7302, -0.5371, -0.6836], [-4.1525, -1.1614, -1.3448], [-6.1143, -2.3581, 0.2551], [-7.1598, -2.3451, 1.2025], [-7.3648, -1.0240, 1.6569], [-6.8940, -2.9908, 2.0546], [-8.0848, -2.7224, 0.7371], [-6.8489, 1.7269, 1.6991], [-5.0828, 2.7026, 0.2588], [-3.5804, 1.1621, -2.5325], [-3.4132, 2.5249, -1.3928], [-0.1862, -0.4939, -1.3200], [-0.0455, -0.7598, 0.0394], [1.1515, -1.2573, 0.5247], [2.1966, -1.4790, -0.3485], [2.0657, -1.2548, -1.7036], [0.8687, -0.7619, -2.1889], [0.7261, -0.5772, -3.2429], [2.8993, -1.4617, -2.3546], [3.7201, -2.1671, 0.2761], [3.7564, -3.5513, -0.1049], [3.8739, -1.8541, 1.6709], [4.9274, -1.4245, -0.6346], [5.5539, -2.1469, -0.9553], [5.5906, -0.3025, -0.0046], [5.6982, -0.4887, 1.0713], [6.5765, -0.1637, -0.4509], [4.7541, 0.9704, -0.2140], [4.6566, 1.1508, -1.2895], [5.3629, 2.1692, 0.5478], [5.5333, 3.0135, -0.1168], [6.3150, 1.8859, 0.9943], [4.3186, 2.4982, 1.6236], [4.7634, 2.6720, 2.6003], [3.4171, 1.2598, 1.6139], [2.3777, 1.4748, 1.8637], [3.4390, 0.8030, 0.2746], [3.7945, 0.4786, 2.2848], [3.7426, 3.3782, 1.3380], [1.2952, -1.4681, 1.5725], [-0.8730, -0.6111, 0.7188]], "mulliken_charge": [-0.659, 0.377, -0.136, 0.225, -1.155, 0.563, -0.789, -0.859, 0.954, 0.957, -1.040, 0.537, -0.491, -0.244, -0.475, 0.248, 0.246, 0.421, 0.330, 0.351, 0.429, 0.913, -0.759, -1.087, 0.404, -0.438, -0.895, 0.460, 0.504, 1.439, -0.764, -0.640, -0.367, 0.309, -1.181, 0.409, 0.477, 0.315, 0.395, -0.860, 0.321, 0.342, -0.531, 0.319, -0.532, 0.391, -0.213, 0.256, 0.248, 0.510, 0.467]}



Energy above the lowest of the compared OMol25 structures with the same formula, charge and spin for every record listed, in sequence, given in eV: 4.5660, 1.8173.